{
  "formula": "C8H13ClN2O4",
  "method": "wB97M-V/def2-TZVPD",
  "symbols": ["C", "C", "C", "C", "C", "C", "C", "C", "N", "N", "O", "O", "O", "O", "Cl", "H", "H", "H", "H", "H", "H", "H", "H", "H", "H", "H", "H", "H"],
  "positions_angstrom": [[1.6036, -1.4982, -4.0038], [1.2453, 1.9010, -0.0022], [1.7884, 0.4740, -0.1559], [-0.0758, 2.1370, -0.7660], [1.1830, -0.5432, 0.8407], [-0.9530, 0.9509, -0.5833], [-1.7745, -1.9062, 2.1601], [-1.3415, -1.1228, 0.9262], [-2.0608, 0.9898, 0.0678], [-0.2123, -0.2653, 1.1108], [1.3759, -2.5572, -4.3670], [1.8454, -0.4454, -3.6241], [-2.4417, -0.3774, 0.4913], [-2.6827, 1.8971, 0.5999], [-0.9494, -2.3417, -0.3719], [1.0973, 2.1219, 1.0554], [1.9856, 2.6038, -0.3863], [1.6199, 0.1443, -1.1803], [2.8666, 0.4813, 0.0091], [-0.5737, 3.0277, -0.3826], [0.1416, 2.2813, -1.8264], [1.2886, -1.5498, 0.4336], [1.7446, -0.4985, 1.7795], [-0.7114, 0.0526, -1.1236], [-1.9826, -1.2059, 2.9666], [-0.9948, -2.6002, 2.4600], [-2.6861, -2.4528, 1.9340], [-0.3454, 0.3021, 1.9382]],
  "forces_ev_per_a": [[0.06, -0.08, 0.09], [0.07, -0.18, -0.16], [0.00, 0.01, 0.20], [-0.10, 0.12, 0.31], [0.21, 0.06, -0.23], [-0.69, 1.04, -1.50], [-0.12, 0.14, -0.30], [0.62, -0.22, 0.42], [0.41, -1.12, -0.90], [0.47, -0.85, 1.66], [-0.39, -1.59, -0.62], [0.30, 1.65, 0.51], [-0.55, 0.78, -0.18], [-0.37, 0.60, 0.74], [0.07, -0.22, -0.19], [0.02, 0.10, 0.07], [-0.01, 0.06, 0.09], [0.07, -0.06, -0.08], [0.06, -0.05, -0.10], [0.01, -0.01, -0.13], [-0.04, -0.03, 0.00], [0.05, 0.08, 0.17], [-0.03, -0.04, -0.06], [-0.10, -0.10, 0.18], [0.01, 0.10, 0.04], [0.06, -0.02, -0.02], [-0.04, -0.07, 0.03], [-0.05, -0.10, -0.03]],
  "lowdin_charge": [-0.435, -0.179, -0.176, -0.123, -0.206, -0.108, -0.053, -0.862, -0.266, -0.064, 0.229, 0.208, -0.026, 0.001, 0.704, 0.112, 0.110, 0.083, 0.110, 0.116, 0.120, 0.078, 0.120, 0.098, 0.091, 0.081, 0.083, 0.150],
  "lumo_ev": [0.362, 0.362],
  "smiles": "C[C@]1(Cl)NCCCC/C=[N+](\\[O-])O1.O=C=O",
  "total_charge": 0,
  "max_force_ev_per_a": 2.0,
  "homo_ev": [-7.744, -7.743],
  "de_lowest_kcal_mol": 0.0,
  "homo_lumo_gap_ev": [8.11, 8.11]
}